Molecular formula: C48H48BF4O28
Method: DFT, wB97M-V/def2-TZVPD

The value obtained for the highest occupied orbital energy is -0.25678 Eh. The calculation puts the gap between HOMO and LUMO at 6.08 eV. Its LUMO energy is -0.906 eV. As for the net charge: -1. Its strongest force on any atom is 0.2170 hartree/bohr.

Geometry as XYZ:
```
129
C48H48BF4O28 | the OMol25 dataset | wB97M-V/def2-TZVPD
B 5.438 21.722 36.160
F 6.740 21.268 36.116
F 4.874 21.565 37.476
F 5.301 23.014 35.733
F 4.608 20.976 35.305
C 8.598 21.606 31.287
C 9.944 22.421 30.739
C 10.646 23.172 31.684
O 11.675 23.824 31.175
C 10.189 23.387 33.032
C 8.957 22.698 33.526
C 8.256 21.765 32.668
O 7.270 21.173 33.129
O 8.504 22.866 34.792
O 10.315 22.257 29.376
H 8.076 20.939 30.803
H 10.806 23.853 33.710
H 7.909 22.168 35.044
H 10.833 23.086 29.088
C 2.764 17.927 29.833
C 3.925 18.504 29.101
C 5.237 18.582 29.852
O 6.256 18.821 29.123
C 5.227 18.461 31.291
C 4.010 17.951 32.036
C 2.749 17.599 31.279
O 1.863 17.162 31.912
O 3.846 18.196 33.351
O 3.931 18.790 27.840
H 1.780 17.918 29.408
H 6.116 18.873 31.744
H 4.642 18.744 33.583
H 4.799 19.220 27.660
C 4.615 23.867 29.863
C 3.935 22.553 29.909
C 3.684 21.880 31.223
O 3.122 20.806 31.272
C 4.043 22.654 32.416
C 4.996 23.853 32.310
C 5.167 24.598 30.955
O 5.634 25.728 30.786
O 5.649 24.370 33.304
O 3.411 21.842 28.844
H 4.860 24.335 28.845
H 4.015 22.302 33.419
H 5.546 23.668 34.207
H 3.114 20.984 29.243
C 7.166 16.332 34.140
C 7.483 17.758 34.603
C 8.739 18.119 35.113
O 8.961 19.289 35.471
C 9.816 17.133 35.027
C 9.565 15.688 34.567
C 8.223 15.280 34.161
O 7.980 14.234 33.833
O 10.357 14.642 34.799
O 6.394 18.620 34.783
H 6.248 15.930 33.833
H 10.753 17.384 35.334
H 11.294 14.899 34.953
H 6.659 19.469 34.839
C 1.702 16.567 38.472
C 2.788 15.961 37.473
C 3.656 16.764 36.783
O 4.541 16.223 35.993
C 3.701 18.200 37.100
C 2.754 18.844 38.030
C 1.739 17.985 38.610
O 1.116 18.510 39.446
O 2.724 20.239 38.215
O 2.821 14.606 37.318
H 0.900 15.909 38.822
H 4.235 19.138 36.626
H 3.260 20.961 37.854
H 3.573 14.415 36.773
C 6.068 27.612 37.700
C 6.283 26.156 37.570
C 7.715 25.586 37.672
O 7.792 24.391 37.498
C 8.787 26.418 37.884
C 8.507 28.056 38.102
C 7.125 28.594 38.085
O 6.828 29.720 38.236
O 9.494 28.929 38.444
O 5.280 25.266 37.228
H 5.080 28.123 37.353
H 9.813 26.208 37.975
H 10.446 28.667 38.225
H 5.444 24.516 36.734
C 1.371 20.643 34.385
C -0.023 20.141 34.071
O -0.924 20.897 33.736
C -0.395 18.700 34.196
H 1.756 20.369 35.385
H 1.278 21.586 34.142
H 2.176 20.150 33.663
H -1.299 18.493 34.510
H 0.219 18.297 34.916
H -0.301 18.534 33.269
C 2.189 23.754 36.901
C 0.665 23.935 37.049
O 0.107 24.943 37.480
C -0.285 22.806 36.604
H 2.650 23.357 37.680
H 2.397 24.895 36.892
H 2.347 23.207 36.100
H -0.683 22.936 35.627
H -1.114 22.778 37.396
H 0.090 21.597 36.696
C 7.307 18.507 38.966
C 7.911 17.143 38.858
O 9.058 17.048 39.145
C 7.036 15.980 38.314
H 7.414 19.023 39.888
H 6.208 18.434 39.039
H 7.414 19.221 38.027
H 6.125 16.192 38.123
H 6.974 15.199 38.923
H 7.383 15.617 37.323
C 11.196 23.057 38.776
C 10.803 22.004 37.949
O 11.525 21.509 37.088
C 9.370 21.357 38.419
H 12.285 23.334 38.473
H 10.885 22.752 39.744
H 10.744 23.997 38.632
H 9.401 20.909 39.346
H 9.095 20.904 37.415
H 8.716 22.098 38.381
```



Molecular formula: C48H48Cl2F9N7O13S
Method: DFT, wB97M-V/def2-TZVPD

As for the SMILES: CCOCCOC[C@@](C#N)(CC(=O)Cl)[C@@](C#N)(CCC(F)(F)C(F)(F)S(F)(F)(F)(F)F)[C@H](Cl)CC.O=[N+]([O-])c1ccccc1.O=[N+]([O-])c1ccccc1.O=[N+]([O-])c1ccccc1.O=[N+]([O-])c1ccccc1.O=[N+]([O-])c1ccccc1. The value obtained for the highest occupied orbital energy is -0.35759 Eh. The calculation puts the gap between HOMO and LUMO at 7.81 eV. Its LUMO energy is -1.925 eV. As for the net charge: 0. Its strongest force on any atom is 0.1361 hartree/bohr.

Geometry as XYZ:
```
128
C48H48Cl2F9N7O13S | the OMol25 dataset | wB97M-V/def2-TZVPD
C 5.334 -3.212 1.266
C 4.708 -1.847 0.662
O 3.393 -2.030 0.058
C 3.151 -1.060 -0.987
C 1.811 -0.183 -0.820
O 1.102 -0.351 0.425
C 1.788 0.227 1.558
C 1.038 1.417 2.312
C 2.024 1.850 3.546
N 2.434 2.209 4.634
C 1.096 2.714 1.284
C 1.827 4.001 1.952
O 1.250 4.886 2.616
Cl 3.653 4.208 1.668
C -0.474 1.151 2.799
C -0.939 2.623 3.350
N -1.321 3.697 3.756
C -1.528 0.841 1.628
C -1.895 -0.688 1.365
C -3.402 -0.687 0.724
F -4.262 -0.495 1.891
F -3.659 0.453 -0.100
C -3.844 -2.097 0.109
F -3.283 -3.146 0.920
F -5.273 -2.205 0.303
S -3.484 -2.390 -1.693
F -4.767 -3.512 -1.738
F -2.498 -3.694 -1.246
F -2.171 -1.364 -1.744
F -4.569 -1.245 -2.239
F -3.171 -2.778 -3.291
C -0.617 0.225 4.119
Cl 0.174 -1.419 4.021
C -2.143 0.136 4.686
C -2.002 -0.631 6.134
H 6.181 -2.874 1.984
H 5.890 -3.717 0.380
H 4.569 -3.897 1.766
H 4.590 -1.115 1.556
H 5.497 -1.424 -0.061
H 4.020 -0.324 -1.170
H 3.054 -1.664 -1.976
H 2.076 0.905 -1.088
H 1.083 -0.532 -1.656
H 2.779 0.675 1.141
H 2.146 -0.640 2.242
H 0.080 2.964 0.829
H 1.784 2.435 0.392
H -1.248 1.305 0.602
H -2.513 1.380 1.928
H -1.979 -1.360 2.284
H -1.250 -1.241 0.600
H -0.053 0.803 4.956
H -2.596 1.155 4.931
H -2.828 -0.527 4.058
H -2.820 -0.182 6.826
H -2.120 -1.760 5.994
H -0.995 -0.316 6.609
O -10.105 -2.404 -7.571
N -9.909 -1.460 -6.815
O -10.684 -0.526 -6.658
C -8.658 -1.446 -6.052
C -7.732 -2.473 -6.230
C -6.535 -2.443 -5.520
C -6.273 -1.398 -4.639
C -7.206 -0.381 -4.457
C -8.405 -0.401 -5.165
H -7.923 -3.293 -6.913
H -5.804 -3.234 -5.656
H -5.339 -1.375 -4.093
H -6.998 0.429 -3.767
H -9.122 0.399 -5.016
O -0.199 1.311 7.878
N -0.082 0.323 8.594
O -0.551 -0.781 8.335
C 0.666 0.472 9.844
C 1.184 1.719 10.191
C 1.874 1.861 11.392
C 2.045 0.764 12.231
C 1.535 -0.481 11.874
C 0.842 -0.632 10.677
H 1.058 2.582 9.546
H 2.275 2.829 11.675
H 2.579 0.881 13.170
H 1.674 -1.333 12.531
H 0.446 -1.607 10.412
O 0.844 -0.772 -6.838
N 0.467 -1.702 -6.135
O 0.824 -1.883 -4.977
C -0.468 -2.666 -6.720
C -0.869 -2.518 -8.047
C -1.739 -3.449 -8.606
C -2.204 -4.515 -7.841
C -1.808 -4.653 -6.513
C -0.936 -3.728 -5.947
H -0.515 -1.693 -8.654
H -2.052 -3.346 -9.640
H -2.878 -5.244 -8.282
H -2.176 -5.484 -5.920
H -0.633 -3.849 -4.912
O 5.606 8.478 8.623
N 4.526 8.493 8.045
O 3.704 9.395 8.137
C 4.194 7.350 7.191
C 5.087 6.284 7.088
C 4.756 5.190 6.295
C 3.545 5.167 5.607
C 2.662 6.239 5.705
C 2.983 7.336 6.499
H 6.033 6.288 7.619
H 5.441 4.352 6.214
H 3.287 4.308 4.991
H 1.721 6.217 5.165
H 2.285 8.163 6.569
O 0.393 -1.444 -10.644
N 1.252 -1.839 -11.424
O 1.018 -2.399 -12.485
C 2.654 -1.631 -11.055
C 2.962 -1.029 -9.834
C 4.295 -0.855 -9.477
C 5.308 -1.275 -10.336
C 4.994 -1.865 -11.557
C 3.663 -2.046 -11.922
H 2.183 -0.697 -9.156
H 4.546 -0.394 -8.527
H 6.347 -1.142 -10.051
H 5.787 -2.188 -12.223
H 3.433 -2.511 -12.875
```